No. 1
The ion C27H23N2O with charge +1. Source: the OMol25 dataset; level of theory: ωB97M-V/def2-TZVPD.

The geometry in XYZ format:
```
53
Properties=species:S:1:pos:R:3:mulliken_charge:R:1
C 0.83 2.72 4.21 -0.587
C 4.96 -3.43 0.73 -0.869
H 2.07 0.18 0.24 -0.005
C 1.60 1.51 4.27 -0.525
H -1.44 2.65 -2.25 0.470
C -2.11 0.55 -2.27 0.127
C 6.35 -1.43 -0.06 -1.219
C -0.15 2.76 3.15 -0.636
H -3.63 3.05 -2.55 0.146
C 3.77 -4.04 1.20 -0.966
H 2.16 1.38 5.22 0.342
C -6.91 2.19 -3.26 -0.508
C -5.82 2.96 -2.77 -0.496
H 0.92 3.56 4.99 0.320
H -7.92 2.60 -3.17 0.368
C 1.03 0.10 0.75 0.103
C -1.33 1.65 -1.82 -0.696
H -0.05 2.34 -0.29 0.649
C -4.51 2.48 -2.87 -0.172
O -3.00 0.66 -3.38 -0.436
C 1.58 0.51 3.26 -0.753
C -0.25 1.73 2.20 -0.331
H -0.87 3.60 3.08 0.370
H 6.46 -0.49 0.53 0.341
N 1.33 -3.46 1.71 -0.109
H -5.19 -0.49 -4.47 0.388
H 3.62 -5.09 1.48 0.377
C -0.81 -0.97 -0.77 -0.306
H 7.21 -2.13 0.12 0.372
C 0.70 -2.27 1.51 -0.675
H 6.26 -1.19 -1.15 0.301
C -4.32 1.19 -3.38 0.621
H -2.43 -1.56 -2.13 0.406
C -0.12 0.15 -0.25 0.329
N 1.53 -1.36 1.05 0.491
H -0.99 1.87 1.42 0.847
H 2.30 -0.34 3.43 0.252
C 3.92 -1.29 0.42 -0.649
C -6.67 0.96 -3.89 -0.344
C 5.07 -2.02 0.36 0.250
H 0.98 -4.40 2.03 0.336
H -0.68 -2.00 -0.40 0.450
C -0.45 1.43 -0.76 -0.443
C -1.81 -0.75 -1.73 -0.995
H -5.99 3.94 -2.31 0.346
C 2.65 -3.25 1.30 0.603
C 2.78 -1.90 0.90 0.949
H -7.54 0.38 -4.29 0.340
C -5.38 0.47 -3.98 -0.475
H 5.88 -4.11 0.61 0.264
C 0.76 0.72 2.12 0.740
H -0.28 -2.05 1.79 0.717
H 3.93 -0.24 0.15 0.577
```

Calculated values
Spin multiplicity: 1
Energy above the lowest of the compared OMol25 structures with the same formula, charge and spin: 18.7 kcal per mole
HOMO: -10.69 eV
Electronic energy: -33391.764 eV
LUMO energy: -0.1124 Ha
HOMO-LUMO gap: 7.6 eV
Structure (SMILES): Cc1ccc2[nH]c[n+]([C@H](c3ccccc3)c3ccc(Oc4ccccc4)cc3)c2c1
Charge: +1

No. 2
A structure of composition C27H24BCrN2O2PS. Source: the OMol25 dataset; level of theory: ωB97M-V/def2-TZVPD.

The geometry in XYZ format:
```
59
Properties=species:S:1:pos:R:3:lowdin_spin:R:1
H -4.30 4.01 2.05 0.000
C -2.66 5.26 1.47 0.000
C 1.48 -1.84 -3.98 0.008
N 0.60 -1.61 -3.00 0.007
C -2.59 2.85 1.46 0.001
P -0.29 1.37 0.61 0.040
C -0.58 -2.23 -3.02 0.016
H 4.40 1.68 3.80 -0.001
H -1.93 -3.57 -3.98 0.000
H 3.19 -1.10 -4.98 0.000
H -3.52 -2.94 2.47 0.000
H -0.28 -0.22 3.13 0.001
C -1.28 2.87 1.01 0.010
H 2.34 2.86 4.58 0.009
C -1.11 -0.56 2.52 0.002
H -0.85 6.24 0.84 0.000
C 2.89 -1.27 -3.94 0.002
H 0.60 -5.16 0.52 0.001
C 3.49 1.63 3.20 0.022
C -3.28 4.04 1.69 0.001
S -0.90 2.05 -3.34 0.372
H -3.09 1.91 1.65 0.000
O 3.05 -0.08 -3.24 0.023
H -0.33 -4.00 -5.86 0.000
C -3.17 -1.50 0.92 0.001
B 0.14 -4.25 1.19 0.006
O 3.19 -0.45 -0.61 0.202
Cr 0.80 -0.22 -1.32 3.280
C -1.89 -1.63 2.94 0.001
C 3.49 0.92 2.03 0.058
C -2.92 -2.09 2.15 0.001
C 1.17 2.23 2.89 0.002
C 2.31 0.83 1.24 0.082
C 1.16 -2.70 -5.03 -0.001
H -1.24 -2.03 -2.18 0.005
C -2.37 -0.45 0.49 0.007
C 2.33 2.30 3.65 0.113
H -3.19 6.19 1.65 0.000
H 0.35 4.14 0.42 0.002
C -0.97 -3.10 -4.02 0.001
H 0.28 2.75 3.22 -0.002
H 4.38 0.41 1.69 0.004
C 1.14 1.51 1.69 0.108
H -1.67 -2.12 3.89 0.000
C 2.25 0.17 0.00 0.107
H 1.89 -2.87 -5.81 0.000
H -3.96 -1.87 0.28 0.000
H 3.54 -2.07 -3.55 0.001
H 0.72 -4.14 2.26 0.001
C 0.08 1.19 -2.49 0.437
C -1.35 5.29 1.01 0.000
N 0.50 -1.92 -0.21 0.009
H -1.06 -4.38 1.35 0.002
C -1.34 0.03 1.29 0.012
C 0.37 -2.90 0.38 0.034
H 3.23 -0.26 -2.28 0.003
H -2.53 -0.01 -0.49 0.003
C -0.07 -3.33 -5.05 0.007
C -0.67 4.11 0.78 0.003
```

Calculated values
Spin multiplicity: 6
Energy above the lowest of the compared OMol25 structures with the same formula, charge and spin: 23.3 kcal per mole
HOMO (spin up / spin down): -2.01 / -4.61 eV
Electronic energy: -84684.141 eV
LUMO energy (spin up / spin down): 0.0921 / 0.0882 Ha
HOMO-LUMO gap (spin up / spin down): 4.5 / 7.0 eV
Charge: -1

No. 3
A structure of composition C27H24BrFN6O3RuS. Source: the OMol25 dataset; level of theory: ωB97M-V/def2-TZVPD.

The geometry in XYZ format:
```
64
Properties=species:S:1:pos:R:3:lowdin_spin:R:1
C -3.35 -1.21 -2.86 0.000
H -1.28 2.99 -5.73 0.000
H -2.67 -1.07 -5.42 0.000
H -0.82 3.51 -4.10 0.000
H -0.58 -1.23 4.13 0.001
C -1.26 2.70 -4.68 0.000
C 0.70 -2.53 1.41 0.010
H -2.48 -1.06 0.43 0.000
H 1.39 0.41 5.05 0.000
C -0.96 -4.02 2.26 0.015
H 0.59 1.61 -4.76 0.000
C -3.37 -1.43 -1.48 0.000
Br -1.53 4.03 6.84 0.000
Ru 1.27 0.22 2.01 0.775
H 5.74 1.13 1.67 0.000
C -1.18 -3.13 3.31 -0.002
N -0.44 1.02 -3.08 0.003
H -1.53 -4.93 2.19 0.001
H -0.69 2.48 2.18 0.000
S 3.40 0.26 2.82 0.101
N 0.37 1.38 3.54 -0.004
C -2.46 -0.87 -0.64 0.000
N 3.46 -0.55 0.22 0.002
C -2.40 -0.39 -3.42 0.000
N 0.49 -1.68 2.44 0.001
C -1.47 -0.04 -1.18 0.000
H -1.91 -3.33 4.07 0.000
H -0.96 0.55 -6.39 0.000
H -2.29 2.57 -4.33 0.000
C -1.08 3.17 4.18 0.000
H 1.77 -3.73 -0.94 0.000
F -4.33 -2.24 -0.99 0.000
C -0.76 2.96 5.51 -0.001
N 2.23 -0.95 0.70 -0.008
C 0.13 1.96 5.85 0.000
C -0.45 1.42 -4.51 0.000
N 5.33 0.51 0.99 0.009
C -0.46 0.54 -0.31 0.000
C 0.47 1.55 -2.27 0.001
H 3.08 -3.84 0.23 0.000
C 0.67 1.19 4.84 -0.001
C 4.09 0.05 1.19 0.015
C 1.81 -2.15 0.50 0.006
C -1.44 0.20 -2.56 0.000
C 0.52 1.34 -0.91 0.002
C -2.36 -0.16 -4.90 0.000
C -0.01 -3.71 1.30 -0.001
O 2.29 2.90 -0.79 -0.001
H -4.10 -1.69 -3.48 0.000
C 1.58 2.13 -0.17 0.004
H 5.71 0.49 0.06 0.000
H -1.76 3.95 3.88 0.000
C 2.49 -3.14 -0.38 0.001
H -3.08 0.61 -5.17 0.000
H -0.27 -0.58 -5.24 0.000
C -0.96 0.26 -5.34 0.000
H 1.20 2.21 -2.72 0.000
O 1.63 1.98 1.13 0.048
C -0.49 2.35 3.23 -0.001
H 0.41 1.77 6.88 0.000
H 3.16 -2.63 -1.06 0.000
H 0.18 -4.39 0.48 0.000
O -0.52 0.26 0.93 0.009
C -0.44 -1.97 3.35 0.014
```

Calculated values
Spin multiplicity: 2
Energy above the lowest of the compared OMol25 structures with the same formula, charge and spin: 1.3 kcal per mole
HOMO (spin up / spin down): -10.80 / -10.98 eV
Electronic energy: -129647.053 eV
LUMO energy (spin up / spin down): -0.1149 / -0.1460 Ha
HOMO-LUMO gap (spin up / spin down): 7.7 / 7.0 eV
Charge: +1

No. 4
A cluster of 2 separate species, C27H24N2O3S in total. Source: the OMol25 dataset; level of theory: ωB97M-V/def2-TZVPD.

The geometry in XYZ format:
```
57
Properties=species:S:1:pos:R:3:mulliken_charge:R:1
C 3.74 -0.99 -2.20 -0.708
H -2.01 3.02 -6.66 0.330
H -2.62 1.50 -7.30 0.326
S -2.33 -0.48 -1.13 1.135
C 3.00 -1.54 -3.25 -0.325
C -1.85 1.94 -6.65 -1.388
C 1.46 -2.50 -1.66 -0.350
H -0.67 -3.14 4.93 0.404
C 2.04 -1.30 1.84 -0.959
C -3.26 1.00 -3.26 -0.538
C -0.48 3.79 2.61 -0.449
C -1.25 1.56 2.07 0.896
C 0.79 -1.76 5.81 -0.273
H 0.07 0.59 -5.25 0.321
C -3.13 1.54 -4.53 -0.661
C -1.67 0.56 1.10 -0.394
C -0.88 2.85 1.66 -0.474
H 3.30 -1.38 -4.29 0.408
H 3.92 -0.82 -0.04 0.312
H -3.97 2.09 -4.98 0.364
H -1.97 -0.41 1.52 0.293
O -1.39 -1.58 -1.07 -0.528
C 2.18 -1.94 -0.60 0.505
H -0.14 -0.37 -2.96 0.325
C 0.16 -2.45 4.77 -0.700
H 1.26 -2.75 -3.77 0.382
H -0.18 4.79 2.30 0.376
C 3.34 -1.21 -0.87 -0.297
C 2.25 -0.74 4.16 -0.146
C -0.46 3.44 3.97 -0.416
C 1.86 -2.31 -2.97 -0.599
H 0.56 -3.07 -1.44 0.358
C -2.17 0.30 -2.72 0.227
O -3.72 -0.71 -0.85 -0.698
H -1.53 0.20 3.71 0.320
H -0.16 4.17 4.72 0.376
O 1.04 -3.26 1.01 -0.796
C -1.23 1.22 3.43 -0.373
H -0.82 1.87 5.44 0.409
H 2.39 -0.33 6.23 0.398
H -0.91 3.09 0.59 0.447
N -1.74 0.80 -0.16 -0.334
H -4.17 1.10 -2.68 0.432
H 0.48 -1.89 6.84 0.408
C -1.94 1.39 -5.26 0.986
H 2.74 -0.49 1.66 0.082
N 1.64 -1.47 3.15 0.265
C -0.86 0.71 -4.69 -0.910
C -0.83 2.15 4.38 -0.614
H -0.87 1.73 -7.08 0.349
C 0.57 -2.27 3.47 -0.195
H 4.63 -0.40 -2.40 0.375
C -0.97 0.16 -3.42 -0.158
C 1.85 -0.90 5.47 -0.598
H 0.14 -2.82 2.65 0.614
C 1.71 -2.21 0.82 1.105
H 3.05 -0.09 3.81 0.350
```

Calculated values
Spin multiplicity: 1
Energy above the lowest of the compared OMol25 structures with the same formula, charge and spin: 61.0 kcal per mole
HOMO: -7.27 eV
Electronic energy: -48344.532 eV
LUMO energy: -0.0104 Ha
HOMO-LUMO gap: 7.0 eV
Charge: 0

No. 5
A structure of composition C27H25Br2CuN4O. Source: the OMol25 dataset; level of theory: ωB97M-V/def2-TZVPD.

The geometry in XYZ format:
```
60
Properties=species:S:1:pos:R:3:lowdin_spin:R:1
C 1.75 0.41 2.70 0.000
H 5.72 1.42 -2.74 0.000
C 0.04 -4.11 -2.40 0.000
H 0.94 1.76 4.18 0.000
C 4.83 1.62 -2.20 -0.001
H 2.08 -4.06 -1.44 0.000
C 3.77 2.81 -0.41 -0.001
C -0.51 0.34 3.40 0.000
C -4.44 1.39 0.46 -0.002
H -0.12 -5.18 -0.50 0.000
C 2.55 2.15 -0.69 0.002
C -2.25 3.92 2.06 0.001
C 2.49 1.17 -1.72 0.006
N -0.32 -1.60 -1.54 0.034
C -0.91 2.45 0.65 0.007
C -0.64 -5.07 -1.44 0.000
C -1.74 0.84 4.18 0.000
C -4.35 0.37 -0.42 0.002
C 3.65 1.00 -2.50 0.006
H -1.50 1.70 4.78 0.000
H -4.38 3.47 2.13 0.000
H 3.61 0.24 -3.27 0.000
H -1.71 -4.81 -1.20 0.000
H -0.66 -5.15 -4.16 0.000
H 1.77 -5.35 -2.67 0.000
H -0.72 -6.04 -2.00 0.000
C 1.58 -4.30 -2.43 0.000
C 0.75 0.93 3.48 0.000
H 2.03 -3.65 -3.17 0.000
C -3.40 3.26 1.69 0.000
Cu -0.08 0.30 -1.00 0.708
Br 6.58 3.25 -0.67 0.000
C 1.39 2.58 0.02 0.003
H -2.45 1.18 3.45 0.000
C -0.71 -4.13 -3.77 0.000
C 1.49 -0.71 1.91 0.000
H -5.44 1.68 0.79 0.000
H 2.77 0.79 2.77 0.000
Br 2.85 -1.47 0.79 -0.001
C -0.15 -2.68 -1.90 0.002
H -5.26 -0.16 -0.82 0.000
H -0.22 -3.41 -4.51 0.000
H -2.24 4.78 2.73 0.000
H -0.10 4.05 1.73 0.000
N -1.98 0.62 -0.46 0.052
H -1.64 -1.06 2.33 0.000
C -3.05 -0.04 -0.82 0.004
H -2.88 -0.90 -1.45 0.001
N 0.30 -1.24 1.78 -0.001
C -0.66 -0.71 2.52 0.000
O 1.51 0.43 -1.98 0.084
H -2.19 0.02 4.78 0.000
C -1.03 3.50 1.50 0.002
H 1.49 3.45 0.65 0.004
C -3.32 2.09 0.88 0.001
C 4.89 2.51 -1.10 0.000
H 3.85 3.53 0.42 0.000
H -1.76 -3.89 -3.62 0.000
C -2.10 1.69 0.31 0.003
N 0.21 1.99 -0.05 0.082
```

Calculated values
Spin multiplicity: 2
Energy above the lowest of the compared OMol25 structures with the same formula, charge and spin: 15.4 kcal per mole
HOMO (spin up / spin down): -10.38 / -10.35 eV
Electronic energy: -221132.791 eV
LUMO energy (spin up / spin down): -0.1316 / -0.1321 Ha
HOMO-LUMO gap (spin up / spin down): 6.8 / 6.8 eV
Charge: +1

No. 6
A structure of composition C27H25F10N3Ru. Source: the OMol25 dataset; level of theory: ωB97M-V/def2-TZVPD.

The geometry in XYZ format:
```
66
Properties=species:S:1:pos:R:3:lowdin_spin:R:1
N -1.66 -0.57 0.30 0.040
H 4.26 -1.73 1.98 0.000
C -1.42 -0.41 -3.76 0.024
H 1.70 -3.62 1.35 0.000
H 0.46 3.46 -0.99 0.000
F -2.67 -0.04 -5.71 -0.003
C 0.58 3.55 0.08 0.000
F -3.25 3.42 -1.74 -0.002
H 0.50 0.36 3.48 0.000
F -4.34 -1.65 -0.14 0.004
F 0.96 1.72 -2.16 0.005
C 4.37 -1.13 2.87 0.000
H 3.82 0.28 0.77 0.001
F -6.25 -0.14 -1.14 -0.002
H 2.56 -2.28 0.58 0.000
H -0.55 2.14 2.13 0.000
C -1.90 -1.90 0.87 0.003
C 0.37 -2.91 -0.72 -0.001
C 2.84 0.64 1.08 0.012
N 0.47 -2.13 0.52 -0.013
C -2.51 1.40 -0.78 0.009
C 1.71 -2.54 1.19 -0.001
C -3.51 2.18 -1.32 -0.002
C -0.45 -2.23 -1.74 0.022
C 0.38 1.70 1.81 -0.002
H -0.20 -2.69 -2.70 0.003
H 2.44 0.86 4.96 0.000
H 2.43 -1.29 3.77 0.000
C 0.02 1.24 -2.99 0.023
H 1.78 -2.06 2.15 0.000
C -0.63 -2.33 1.48 -0.001
C -0.33 2.07 -4.03 -0.005
C -0.49 -0.03 -2.79 0.003
C 3.36 0.46 4.52 0.000
C -1.78 0.40 -4.83 -0.004
C 2.23 1.64 0.30 0.005
H 3.96 1.30 4.17 0.000
H 5.12 -0.36 2.67 0.000
H -2.67 -1.88 1.65 0.001
H -0.69 -3.37 1.81 0.000
C -4.79 1.67 -1.42 0.012
H -0.02 -3.92 -0.51 0.000
H -0.36 3.89 0.51 0.000
C 1.05 2.26 0.72 0.001
H 3.91 -0.05 5.30 0.000
H 1.34 4.32 0.26 0.000
C 3.07 -0.51 3.36 0.000
C -4.01 -0.39 -0.47 0.010
H 2.75 2.03 -0.57 0.001
F -1.58 2.43 -5.99 0.009
H -0.41 -1.71 2.34 0.000
F -2.06 -1.59 -3.70 0.008
C -1.24 1.65 -4.97 0.026
H -2.25 -2.60 0.12 0.002
C -5.03 0.38 -1.01 -0.002
N -0.08 -0.83 -1.71 0.182
C -2.70 0.10 -0.29 -0.001
H -1.52 -2.38 -1.62 0.010
F 0.22 3.28 -4.12 -0.004
F -1.28 1.97 -0.71 0.004
C 2.29 0.25 2.29 0.000
C 1.00 0.70 2.57 -0.003
F -5.77 2.42 -1.92 0.004
H 1.38 -3.03 -1.10 0.000
H 4.78 -1.78 3.65 0.000
Ru 0.28 -0.09 0.04 0.622
```

Calculated values
Spin multiplicity: 2
Energy above the lowest of the compared OMol25 structures with the same formula, charge and spin: 0.0 kcal per mole
HOMO (spin up / spin down): -10.63 / -10.34 eV
Electronic energy: -62622.371 eV
LUMO energy (spin up / spin down): -0.1370 / -0.1638 Ha
HOMO-LUMO gap (spin up / spin down): 6.9 / 5.9 eV
Charge: +1